Entry 1:
The following is a quantum chemistry calculation of 2 unconnected molecules or ions with the total composition C25H27N4O2 at a distorted geometry, from the OMol25 dataset.

Properties
- E_HOMO (eV) = -9.30
- relative energy (zero: lowest compared OMol25 entry of this formula, charge and spin) (kcal per mole) = 34.9

Structure (ORCA input):
```
! RIJCOSX wB97M-V def2-TZVPD def2/J DEFGRID3
* xyz 1 1
H 0.205 -2.278 3.834
H -0.389 3.675 1.165
C -1.106 3.656 0.342
H -3.511 0.674 6.272
N -1.220 -1.175 4.858
C -0.762 -0.122 2.617
H -3.160 -0.261 -2.343
C -1.661 2.416 -0.063
H -2.907 2.645 4.801
C 2.130 -1.559 -2.466
C 2.652 -0.248 -2.470
H -2.130 -3.245 -2.664
H 4.949 -3.306 -3.233
H -3.110 1.472 -1.365
C -2.614 2.414 -1.112
H -2.132 0.454 -3.606
C -0.103 -0.654 -2.433
H 2.537 -3.668 -2.767
C -2.735 0.179 5.707
O -0.277 -1.173 2.142
C -2.471 -0.493 -3.162
H -0.996 -3.236 4.752
H -3.679 3.562 -2.591
C -1.312 -0.129 3.991
H -2.187 -1.713 6.719
C -2.951 3.586 -1.777
H 0.491 -3.900 -2.215
C -2.090 -0.986 5.925
H 0.300 -2.386 5.630
C -1.265 -2.618 -2.542
H 4.468 0.946 -2.537
H 1.964 0.594 -2.391
C 0.028 -2.933 -2.322
C 4.879 -1.174 -2.817
N -2.253 0.704 4.518
H -0.430 2.029 2.401
H -2.650 5.719 -1.880
C 7.090 -2.062 -3.228
C 2.955 -2.661 -2.716
H 8.097 -1.646 -3.163
C -1.282 1.178 0.602
H -1.055 5.788 0.030
C -0.367 -2.337 4.759
C -2.377 4.801 -1.373
H -2.117 2.374 3.233
N 0.752 -1.722 -2.357
C -2.783 1.934 3.974
O 6.220 -0.948 -2.846
H 6.886 -2.398 -4.256
N -1.315 -1.218 -2.689
H -3.009 -1.093 -3.911
C -0.803 1.147 1.865
C 4.315 -2.463 -2.967
C 4.027 -0.055 -2.595
H 6.991 -2.919 -2.544
H -1.495 0.247 0.064
H -3.762 1.750 3.507
C -1.470 4.837 -0.307
*
```

Atom charges from the Mulliken analysis, given in e for atoms 1 to 8: 0.302 0.314 -0.408 0.467 0.108 0.310 0.344 0.683



Entry 2:
The following is a quantum chemistry calculation of 11 unconnected molecules or ions with the total composition C44H110BN10O18 at a distorted geometry, from the OMol25 dataset.

Properties
- E_HOMO (eV) = -6.33
- relative energy (zero: lowest compared OMol25 entry of this formula, charge and spin) (kcal per mole) = 13.0

Structure (ORCA input):
```
! RIJCOSX wB97M-V def2-TZVPD def2/J DEFGRID3
* xyz -1 1
O -1.531 4.751 -5.761
H -3.191 -4.056 4.827
H -2.591 3.194 -9.721
H -0.342 0.656 2.129
H 4.425 1.890 2.429
N -2.888 -5.937 4.151
C 5.060 0.587 1.004
H -4.905 -1.105 -0.176
C -3.819 -4.816 4.346
H 4.878 1.232 -1.078
N 3.322 9.111 -3.536
H -3.818 3.129 -6.703
O -2.452 -4.166 -3.605
H -1.105 2.949 -9.285
H 0.941 5.874 0.370
C -4.928 -5.120 5.358
H -0.415 3.790 -1.269
H 4.110 9.693 -3.807
C -3.432 -4.290 -2.591
O 3.273 5.544 -2.662
O -0.864 -1.149 -0.014
N -2.259 -5.857 -1.019
H -3.312 -2.728 -4.802
C -3.272 1.316 1.268
C 3.920 -0.497 -3.836
H -1.035 5.143 -3.784
C 0.297 0.287 2.941
H 0.830 8.700 -0.155
N 6.118 -2.840 -1.146
H 2.712 -5.023 2.144
C 5.558 0.686 -0.429
C 4.866 -3.349 -1.712
O -1.891 -2.975 0.845
O 0.209 -0.220 -2.096
N -2.047 2.951 -8.894
H -3.397 -6.604 3.574
H -5.075 -3.547 3.008
H -3.966 4.808 -6.881
C 2.320 4.590 -2.234
H 0.008 6.518 -1.022
C -3.697 3.915 -7.453
H -2.052 8.903 0.691
C -3.351 -5.697 -2.007
H -0.847 7.176 1.765
N -4.251 -0.330 -0.240
H 3.039 -2.625 -2.721
H 5.604 -0.229 3.001
H 3.455 0.178 -3.103
C -4.301 -4.314 2.991
H -0.910 3.460 -4.317
C 5.916 -0.234 1.955
C 0.090 -6.200 2.129
C -0.487 7.453 0.772
C -4.630 -6.024 -1.242
H -1.599 -2.735 -4.797
H 1.409 -6.188 3.809
H -4.683 -5.157 2.405
C -0.732 4.501 -4.605
O 4.697 -1.459 -3.180
H -7.277 0.428 3.372
C 1.635 0.923 -0.702
H 2.933 8.878 -4.450
H -4.240 -0.513 1.849
H 4.070 -3.601 0.325
H 5.226 8.905 -1.704
H -6.044 1.465 0.338
C -6.923 -0.440 2.796
H -5.385 -4.847 7.961
C 0.540 2.465 3.824
H -5.461 -4.220 5.685
H -5.560 -5.968 -1.813
H 0.374 -1.861 2.609
H -1.380 2.769 -6.479
N 0.759 -1.480 4.598
H 6.503 -2.125 -1.760
C 2.719 6.801 -2.933
C 0.905 0.900 -2.063
O 1.350 -0.189 -0.085
H 3.208 -4.494 -0.979
H 1.299 0.274 2.489
H 3.921 -2.258 3.938
H 7.009 -3.337 1.912
H 5.206 7.217 -1.443
H 0.824 -6.749 1.520
C -1.033 -2.443 0.205
C 3.964 -2.254 -2.269
H -2.192 5.054 -8.349
O 0.991 1.742 -2.900
H 5.644 -0.314 -0.847
C 3.512 -2.906 3.154
H 0.206 -1.048 5.337
H 7.968 -1.944 1.320
C -2.249 4.046 -7.924
H -2.562 7.334 0.229
C -0.050 6.177 0.020
H -2.582 -5.251 -0.266
H -6.014 -0.756 3.326
H 4.100 2.294 0.872
H -6.245 -6.293 7.163
H 1.582 2.510 3.494
H -0.597 -4.183 3.276
H 4.459 -3.340 2.812
C 3.824 7.848 -2.979
H -3.273 1.965 0.388
H 1.400 8.162 1.282
H 4.091 0.058 0.996
H -0.872 -5.310 4.260
H -5.682 -5.793 4.926
C -0.004 -1.173 3.372
H 5.102 -4.028 -2.539
H -3.431 -3.942 2.449
H 0.200 3.595 0.396
C 4.543 8.052 -1.671
H 0.419 2.959 4.786
H 3.802 8.215 -0.887
N -0.106 -4.678 4.025
H 4.522 0.092 -4.523
O -1.049 5.199 0.228
H 5.885 -2.338 -0.279
C -5.325 -5.856 7.546
O -4.358 -5.748 6.498
H -5.786 1.645 2.032
N 0.564 8.452 0.792
H -2.745 -6.318 5.084
B 0.366 -0.970 -0.833
H 6.556 1.131 -0.417
C -2.452 -2.848 -4.131
H -7.633 -1.265 2.772
O 0.137 1.131 4.054
C 7.154 -2.262 1.976
H 4.539 7.448 -3.717
H -2.470 -2.084 -3.353
H -0.469 -5.557 1.451
C -1.481 -1.428 3.653
C 1.900 -4.477 2.636
H -3.265 1.953 2.152
H 2.642 3.573 -2.424
H 1.346 4.679 -2.731
O 2.557 -3.776 3.704
O 0.818 -2.337 -1.180
H 2.122 6.784 -3.856
H -4.700 -5.320 -0.400
H -0.556 -6.929 2.613
H -1.414 3.170 0.073
H -3.181 -3.591 -1.782
O 0.240 -4.375 -0.440
C 0.872 -5.445 3.213
C -4.360 0.279 1.098
H 3.010 -2.285 2.406
H -3.215 -6.485 -2.752
H -1.695 -2.494 3.750
C -0.660 3.903 -0.211
C 4.180 -4.159 -0.602
H -4.413 3.777 -8.260
H -2.313 0.790 1.257
N 4.827 1.959 1.498
O -6.779 -0.066 1.450
H -2.170 -1.172 2.844
H -4.450 -4.060 -2.928
O 2.284 1.809 -0.216
H -1.402 -5.441 -1.370
C -1.277 3.822 -6.774
H 2.084 4.790 -1.187
H 4.743 -5.077 -0.438
H 3.076 -0.951 -4.371
H 1.433 -3.736 1.979
H -3.305 -0.701 -0.267
H -4.681 -6.982 -0.720
H 6.886 0.266 1.806
C -5.758 0.899 1.225
H -1.680 8.260 -0.961
H -1.821 -0.973 4.585
H 1.554 -0.843 4.527
C 0.106 -3.186 -0.489
H 1.959 7.077 -2.186
C -1.734 8.038 0.105
H -4.914 -6.466 8.348
H -0.233 3.896 -7.116
H -0.083 2.959 3.072
O 5.991 -1.583 1.504
H 7.375 -1.979 3.007
H 0.318 4.591 -4.896
H 3.674 -1.617 -1.419
*
```

Atom charges from the Mulliken analysis, given in e for atoms 1 to 8: -0.415 0.076 0.274 -0.359 0.370 -0.524 2.280 0.323



Entry 3:
The following is a quantum chemistry calculation of a molecular structure, C31H33N5O7RuSe, from the OMol25 dataset.

Properties
- E_HOMO (spin up / spin down) (eV) = -5.88 / -6.91

Structure (ORCA input):
```
! RIJCOSX wB97M-V def2-TZVPD def2/J DEFGRID3
* xyz 0 5
O -2.647 0.540 -1.402
H 7.142 -2.128 1.999
H -2.594 1.849 0.186
H 3.069 -0.897 0.561
N -0.037 -1.399 -1.044
N -2.575 4.052 2.053
H 0.602 0.377 -5.109
C -3.584 3.127 2.539
H 5.173 -2.937 5.709
H -3.089 2.382 3.157
C -1.247 0.539 -4.673
C 0.919 -3.849 3.004
H 1.886 -5.036 -1.703
C 1.092 -4.614 -2.321
C -1.652 5.881 1.264
C 5.132 -2.701 4.653
O 0.590 -0.599 1.937
H -4.313 3.678 3.130
H 0.940 6.156 1.090
Ru -0.145 0.606 0.368
H -3.287 0.313 -7.364
C 1.777 -3.467 1.976
H 1.755 -1.973 -3.465
H -1.471 -2.966 0.207
C 6.307 -2.541 3.930
C -3.948 0.670 -5.353
N -0.678 4.949 1.550
O 2.648 -1.767 0.609
C 1.748 -2.155 -2.388
C -0.074 -2.717 -1.168
N -0.980 -3.467 -0.521
C 0.750 5.120 1.358
C 3.901 -2.557 4.038
H -4.270 1.011 -3.258
Se -0.343 2.307 2.607
C -1.651 0.369 -5.992
C -2.837 5.322 1.580
H -0.905 0.169 -6.754
H 2.720 -4.077 0.164
C -3.543 0.834 -4.038
H 7.267 -2.650 4.418
C -1.240 3.820 2.037
O 1.597 0.123 -1.500
H 1.272 4.867 2.279
C 6.236 -2.246 2.581
C 1.516 -1.074 2.676
C -2.198 0.791 -3.682
H 1.102 4.458 0.568
H 1.381 -4.702 -3.369
C 3.820 -2.243 2.681
H 0.183 -5.197 -2.183
C 2.472 -2.107 1.973
H 4.965 -1.904 0.898
C -1.799 1.059 -2.269
H -3.837 5.707 1.510
H 2.997 -2.667 4.615
H -4.996 0.721 -5.611
C 1.443 -5.623 0.942
O -0.820 1.713 -1.954
C 2.033 -4.366 0.947
H 1.673 -6.327 0.150
C 1.119 -0.989 -1.641
H -4.079 2.626 1.709
C -2.314 0.805 0.002
H -0.733 -4.418 -0.296
H 2.761 -2.335 -2.027
H -1.416 6.848 0.860
O 0.060 0.421 -4.313
H 0.120 -6.975 1.960
C 0.577 -5.994 1.961
H -2.999 0.161 0.555
C 5.000 -2.105 1.961
C -2.992 0.443 -6.331
O 1.644 -0.872 3.869
H -0.351 -5.377 3.795
H 0.703 -3.151 3.802
N 0.840 -3.227 -2.020
C 0.319 -5.100 2.992
*
```

Atom charges from the Mulliken analysis, given in e for atoms 1 to 8: -0.378 0.406 0.302 0.377 0.072 0.295 0.251 -0.965



Entry 4:
The following is a quantum chemistry calculation of 2 unconnected molecules or ions with the total composition C2H7OP at a distorted geometry, from the OMol25 dataset.

Properties
- E_HOMO (eV) = -10.55
- relative energy (zero: lowest compared OMol25 entry of this formula, charge and spin) (kcal per mole) = 62.1

Structure (ORCA input):
```
! RIJCOSX wB97M-V def2-TZVPD def2/J DEFGRID3
* xyz 0 1
O 2.676 0.010 0.031
H 0.572 -0.847 -1.236
H 0.758 -0.688 1.580
H -1.104 -0.091 1.036
C -0.018 -0.137 -0.645
P 1.321 0.157 0.545
H 0.036 1.065 -1.821
H 1.053 1.440 1.174
H -1.962 0.637 -0.309
C -1.411 -0.290 -0.082
H -1.920 -1.255 -0.273
*
```

Atom charges from the Mulliken analysis, given in e for atoms 1 to 8: -0.577 0.353 0.055 0.214 -0.477 0.277 0.240 0.084



Entry 5:
The following is a quantum chemistry calculation of a molecular structure, C37H37N3O7SiV at a distorted geometry, from the OMol25 dataset.

Properties
- E_HOMO (spin up / spin down) (eV) = -10.11 / -10.12

Structure (ORCA input):
```
! RIJCOSX wB97M-V def2-TZVPD def2/J DEFGRID3
* xyz 1 3
H -0.569 1.735 -2.570
C -0.689 -3.061 2.646
C 3.800 1.874 -2.013
H 5.381 1.058 -3.198
H -1.007 3.353 -2.009
C -0.638 0.572 4.638
C -2.238 -4.077 -0.080
C 1.920 2.872 -0.688
H -0.935 -2.692 5.331
C -0.132 1.580 2.522
C 3.034 2.999 -1.696
H 5.006 2.127 0.315
C -0.937 -1.805 3.384
C -2.374 -6.749 0.465
C -1.656 2.363 0.746
H 1.176 3.652 -0.823
C 5.036 3.138 -3.634
C -2.773 -2.236 -1.554
O 0.629 -0.626 -0.143
H 5.036 1.928 2.765
C -3.290 -3.113 -2.480
C -0.955 -1.789 4.739
H -4.128 -3.871 0.901
H -0.489 -6.900 -0.548
C -2.750 -0.846 -1.679
H -4.249 -3.248 -4.392
H -1.388 3.418 0.726
C 2.534 5.463 -1.993
C 4.305 4.266 -3.297
C 4.796 1.943 -2.979
H -1.279 -4.168 4.065
H -0.360 -4.457 -1.036
O 0.161 2.801 3.028
C 2.813 -0.423 0.680
C -3.834 -1.215 -3.830
H -4.166 3.339 -0.748
C -4.142 2.249 -0.822
H -3.270 -4.180 -2.312
H -0.513 1.551 5.078
H -2.023 2.526 -3.168
C 3.638 0.299 2.827
C -3.299 -0.364 -2.874
H 1.108 2.860 3.215
C 3.595 0.535 0.033
C 4.391 1.385 0.808
H 3.337 -0.163 -1.895
H -4.247 -6.314 1.415
O 2.022 -2.301 -0.618
H 2.584 5.693 -0.927
H 2.231 -1.298 2.542
C 2.847 -0.545 2.063
C 1.819 -1.236 -0.096
C -0.559 0.484 3.184
C -1.407 2.374 -2.281
H 1.478 5.372 -2.259
C -1.284 -6.241 -0.229
H -4.692 1.975 -1.723
O -0.242 -2.988 1.509
H -3.309 0.698 -3.080
H -4.247 -0.790 -4.736
C -3.397 -5.911 0.882
N -0.886 -0.708 2.554
H 2.933 6.316 -2.537
H 0.366 1.757 0.538
C -3.336 -4.549 0.608
H 3.667 0.196 3.903
C 4.402 1.269 2.187
H -0.960 -0.443 6.465
C -0.878 -0.514 5.390
C -1.205 -4.886 -0.514
N -2.180 -0.075 -0.658
C -3.837 -2.586 -3.644
H -2.426 -7.808 0.681
C 3.306 4.215 -2.330
N 3.548 0.654 -1.347
O -2.173 -2.687 -0.346
H 2.303 2.933 0.340
O -0.880 -4.241 3.187
H 5.806 3.196 -4.392
H -2.293 2.177 1.609
V -0.980 -1.254 0.535
O -0.408 1.602 1.120
H 1.449 1.887 -0.830
H 4.511 5.207 -3.792
Si -2.377 1.630 -0.853
H -4.683 1.838 0.033
*
```

Atom charges from the Mulliken analysis, given in e for atoms 1 to 8: 0.291 1.011 -0.624 0.513 0.296 -1.690 -0.673 -0.712



Entry 6:
The following is a quantum chemistry calculation of 2 unconnected molecules or ions with the total composition C6H14O, from the OMol25 dataset.

Properties
- E_HOMO (eV) = -8.62
- SMILES string = C/C=C/O.CCC
- relative energy (zero: lowest compared OMol25 entry of this formula, charge and spin) (kcal per mole) = 27.6

Structure (ORCA input):
```
! RIJCOSX wB97M-V def2-TZVPD def2/J DEFGRID3
* xyz 0 1
C 0.084 1.979 -2.082
H 2.183 -2.643 3.273
H -2.033 1.935 -2.446
C 0.706 -1.214 2.541
H -0.023 2.776 -1.342
H 0.442 1.357 0.811
H 0.690 -3.352 2.818
H -1.107 0.702 -3.297
C -1.542 0.174 -1.289
C 0.771 -0.384 1.508
O 0.101 0.821 1.535
C 1.377 -2.543 2.542
H 0.453 2.469 -2.981
H 1.761 -2.806 1.557
H 1.224 -0.629 0.552
H -2.480 -0.331 -1.530
H 0.861 1.292 -1.742
C -1.219 1.218 -2.340
H 0.207 -0.829 3.422
H -1.689 0.598 -0.295
H -0.767 -0.591 -1.215
*
```

Atom charges from the Mulliken analysis, given in e for atoms 1 to 8: -1.063 0.276 0.276 -0.081 0.252 0.335 0.296 0.258



Entry 7:
The following is a quantum chemistry calculation of a molecular structure, C4H3OPS at a distorted geometry, from the OMol25 dataset.

Properties
- E_HOMO (eV) = -8.73
- relative energy (zero: lowest compared OMol25 entry of this formula, charge and spin) (kcal per mole) = 38.5

Structure (ORCA input):
```
! RIJCOSX wB97M-V def2-TZVPD def2/J DEFGRID3
* xyz 0 1
C -0.013 1.282 -0.515
C 1.182 -0.412 0.475
P 4.401 -0.178 0.418
H -0.872 -0.809 0.118
H 1.216 -1.303 1.104
C -0.025 -0.036 -0.107
O 4.601 -0.792 -0.871
H -0.702 1.911 -1.021
C 2.130 0.576 0.578
S 1.505 2.003 -0.125
*
```

Atom charges from the Mulliken analysis, given in e for atoms 1 to 8: -0.277 -0.145 0.572 0.226 0.314 -0.513 -0.304 0.402